Computed, not measured: C42H30I2N5NaOS as an isolated structure at a distorted geometry, with ωB97M-V with the def2-TZVPD basis set.

The geometry in XYZ format:
```
82
Properties=species:S:1:pos:R:3:forces:R:3
Na -0.231 1.424 -0.536 0.1 -0.5 -0.1
C 3.940 -2.307 -1.012 0.0 0.0 0.0
C 2.574 -1.986 -1.080 0.0 0.0 0.1
N 2.112 -0.901 -1.650 0.0 0.1 0.0
C 2.992 -0.046 -2.206 0.0 0.0 0.0
C 4.379 -0.275 -2.200 0.0 0.0 0.0
C 4.841 -1.445 -1.576 0.0 0.0 0.0
C 5.266 0.664 -2.829 0.0 0.0 0.0
C 4.786 1.775 -3.422 0.0 0.0 0.0
C 3.378 2.052 -3.441 0.0 0.0 0.0
C 2.839 3.208 -4.035 0.0 0.0 0.0
C 1.486 3.402 -4.031 0.0 0.0 0.0
C 0.668 2.427 -3.431 0.1 0.0 -0.1
N 1.150 1.344 -2.860 -0.2 0.1 0.1
C 2.479 1.153 -2.850 0.0 -0.1 0.0
H 4.259 -3.221 -0.527 0.0 0.0 0.0
H 1.834 -2.658 -0.650 0.2 0.2 -0.1
H 5.907 -1.646 -1.548 0.0 0.0 0.0
H 6.331 0.458 -2.817 0.0 0.0 0.0
H 5.459 2.482 -3.894 0.0 0.0 0.0
H 3.510 3.935 -4.480 0.0 0.0 0.0
H 1.036 4.289 -4.456 0.0 0.0 0.0
H -0.406 2.551 -3.406 0.0 0.1 0.1
I -1.687 6.040 -2.524 -0.1 0.0 0.0
C -2.906 4.601 -1.584 0.1 0.0 0.0
C -4.294 4.857 -1.484 0.0 0.0 0.1
C -5.053 3.900 -0.882 -0.1 0.0 0.0
I -7.124 4.323 -0.678 0.1 0.0 0.0
C -4.525 2.665 -0.435 0.0 0.0 0.0
C -5.252 1.674 0.319 0.1 0.0 -0.1
C -4.734 0.462 0.557 0.3 0.0 0.2
C -3.428 0.103 -0.112 -0.2 -0.2 -0.6
N -2.561 1.228 -0.321 0.3 0.5 0.3
C -3.135 2.391 -0.607 0.0 -0.1 -0.2
C -2.244 3.460 -1.128 0.0 0.2 -0.1
O -0.978 3.293 -1.205 -0.4 0.3 -0.1
H -4.725 5.771 -1.866 0.0 0.0 0.0
H -6.219 1.941 0.734 0.0 0.0 0.0
H -5.279 -0.255 1.154 0.0 -0.1 0.1
H -3.662 -0.336 -1.118 -0.2 0.0 0.0
C -0.283 -1.010 2.208 -0.6 -1.1 0.1
C -0.173 -2.276 1.422 -0.1 0.6 0.2
C 0.663 -3.314 1.869 0.1 -0.2 0.0
C 0.911 -4.390 1.082 0.0 0.2 0.1
C 0.376 -4.451 -0.225 -0.1 -0.2 0.0
C 0.759 -5.484 -1.093 0.0 -0.1 -0.1
C 0.252 -5.497 -2.375 -0.1 0.1 0.1
C -0.689 -4.558 -2.769 0.2 0.0 0.2
C -1.179 -3.527 -1.932 -0.3 -0.1 -0.3
S -2.468 -2.562 -2.494 0.0 -0.2 -0.3
C -0.542 -3.447 -0.642 0.0 -0.3 -0.1
N -0.790 -2.404 0.237 -0.1 -0.1 0.6
H 0.351 -1.077 3.090 0.1 0.0 -0.1
H -1.291 -0.747 2.519 -0.1 -0.1 0.0
H 0.067 -0.157 1.607 0.0 -0.2 -0.1
H 1.110 -3.217 2.848 0.0 0.1 0.0
H 1.549 -5.195 1.426 0.0 0.0 0.0
H 1.468 -6.227 -0.749 0.0 0.0 0.0
H 0.574 -6.259 -3.077 0.0 0.0 0.0
H -1.116 -4.602 -3.761 0.0 0.0 0.0
C -4.161 -3.021 0.674 0.0 0.0 0.0
C -3.280 -2.021 1.436 0.0 0.0 -0.2
C -2.646 -1.065 0.450 -0.4 -0.7 -0.1
N -1.574 -1.336 -0.192 0.6 0.9 0.3
H -4.641 -3.712 1.370 0.0 0.0 0.0
H -3.564 -3.592 -0.039 -0.1 0.0 0.0
H -4.931 -2.504 0.101 0.0 0.0 0.0
H -2.519 -2.572 1.986 0.0 0.0 0.0
H -3.867 -1.464 2.162 0.0 0.1 0.1
C 1.163 1.167 1.417 0.9 0.9 0.1
C 1.544 1.519 2.535 0.2 0.1 0.0
C 1.939 1.920 3.848 -0.1 0.0 -0.1
C 3.204 1.610 4.370 0.1 0.0 0.0
C 3.572 1.999 5.649 0.0 0.0 0.0
C 2.690 2.712 6.453 0.0 0.0 0.0
C 1.432 3.029 5.953 0.0 0.0 0.0
C 1.061 2.641 4.675 0.0 0.0 0.0
H 3.895 1.056 3.747 0.0 0.0 0.0
H 4.556 1.745 6.026 0.0 0.0 0.0
H 2.978 3.017 7.452 0.0 0.0 0.0
H 0.732 3.584 6.568 0.0 0.0 0.0
H 0.083 2.891 4.285 0.0 0.0 0.0
```
Positions in Å, forces in eV/Å.

Output
* total charge: -2
* strongest force on any atom: 1.25 eV/A
* relative energy (zero: lowest compared OMol25 entry of this formula, charge and spin): 329.4 kJ/mol
* LUMO: 3.7 eV
* highest occupied orbital energy: -0.29 eV
* multiplicity: 1



Computed, not measured: C19H17AsKN6O3Se as an isolated structure at a distorted geometry, with ωB97M-V with the def2-TZVPD basis set.

The geometry in XYZ format:
```
48
Properties=species:S:1:pos:R:3:forces:R:3
K 4.296 3.530 0.580 -1.2 0.6 0.3
O 6.402 0.759 -1.204 0.0 0.0 -0.1
N 5.803 1.368 -0.324 0.2 -1.5 -0.4
O 4.700 0.900 0.117 0.6 1.0 0.1
O 6.295 2.425 0.139 0.4 -0.3 0.2
N 4.118 6.216 0.087 0.5 0.3 -0.5
C 2.987 6.447 0.172 0.4 -0.5 0.9
C 1.637 6.398 0.499 -0.3 -0.6 -1.0
C 1.034 5.144 0.264 -0.1 -1.0 0.5
N 0.646 4.050 0.184 0.1 0.6 -0.2
C 0.849 7.523 0.658 -0.1 0.2 0.2
N 0.186 8.441 0.834 -0.6 0.9 0.1
C -0.994 -4.354 -1.168 1.0 0.8 -0.5
As -1.051 -3.119 0.384 -1.9 -0.3 -0.6
C -0.486 -1.469 -0.443 1.8 0.3 1.4
C 0.544 -3.648 1.286 2.1 1.2 1.0
C 1.888 -3.659 0.538 -2.5 0.5 1.6
C 2.327 -4.813 -0.011 0.7 -0.9 -0.7
C 3.527 -4.849 -0.692 -0.2 -1.4 -1.0
C 4.279 -3.735 -0.880 0.3 2.1 0.6
C 3.852 -2.531 -0.257 -0.2 -1.0 -0.1
C 2.642 -2.523 0.451 2.0 1.0 -0.9
H 0.072 -4.494 -1.486 -0.9 0.1 0.1
H -1.602 -3.988 -2.019 0.4 -0.1 0.5
H -1.393 -5.292 -0.844 -0.2 -0.7 0.1
H 0.349 -1.654 -1.118 -0.1 0.2 -0.2
H -0.078 -0.879 0.426 -0.3 -0.4 -0.9
H -1.240 -0.858 -0.878 -0.8 0.1 -0.5
H 0.390 -4.602 1.739 -0.3 -0.9 0.1
H 0.624 -2.974 2.191 -0.1 -0.4 -1.0
H 1.748 -5.710 0.015 -0.4 -0.4 0.3
H 3.780 -5.783 -1.193 0.2 0.1 0.2
H 5.175 -3.715 -1.490 0.0 -0.2 0.1
H 4.457 -1.636 -0.303 -0.1 0.1 -0.1
H 2.370 -1.582 0.890 -0.4 0.1 0.3
Se -8.443 2.962 0.060 -0.9 0.6 0.2
N -6.904 3.801 -0.096 0.2 -0.4 -0.4
C -5.988 2.853 -0.020 0.7 0.1 0.1
C -4.573 3.108 -0.091 -1.1 0.0 -0.2
C -3.751 2.071 0.085 0.3 -1.4 0.7
C -4.227 0.707 0.420 0.2 0.1 0.4
C -5.564 0.447 0.553 0.9 -0.8 -0.3
C -6.445 1.488 0.235 -1.5 1.8 0.5
N -7.765 1.384 0.354 0.4 -0.7 -0.3
H -4.211 4.104 -0.282 0.0 0.1 0.0
H -2.701 2.310 0.114 0.3 -0.4 -0.2
H -3.485 -0.084 0.658 -0.5 0.7 -0.3
H -6.075 -0.486 0.865 1.0 0.4 -0.3
```
Positions in Å, forces in eV/Å.

Output
* total charge: -1
* strongest force on any atom: 2.97 eV/A
* relative energy (zero: lowest compared OMol25 entry of this formula, charge and spin): 65.2 kJ/mol
* LUMO: 0.9 eV
* highest occupied orbital energy: -5.54 eV
* multiplicity: 1



Computed, not measured: C3H5ErO3 as an isolated structure at a distorted geometry, with ωB97M-V with the def2-TZVPD basis set.

The geometry in XYZ format:
```
12
Properties=species:S:1:pos:R:3:forces:R:3
H 1.531 -1.715 -1.020 -0.1 0.1 0.3
C 1.275 -1.334 -0.025 -0.3 0.4 0.0
C 0.392 -2.246 0.827 0.1 -0.5 0.0
O -0.734 -1.348 0.719 0.0 0.8 -0.2
C 0.008 -0.396 -0.048 0.8 -2.3 0.7
O -0.521 -0.035 -1.191 -0.4 3.7 -1.0
Er -0.538 2.363 -1.119 0.4 -4.4 1.1
O 0.170 0.810 0.736 -0.2 2.1 -0.7
H 2.163 -0.949 0.487 -0.2 0.1 -0.2
H 0.707 -2.360 1.873 -0.1 -0.1 -0.3
H 0.152 -3.218 0.375 0.1 0.3 0.3
H 0.149 0.678 1.689 -0.1 -0.2 0.2
```
Positions in Å, forces in eV/Å.

Output
* total charge: +1
* strongest force on any atom: 4.51 eV/A
* relative energy (zero: lowest compared OMol25 entry of this formula, charge and spin): 0.0 kJ/mol
* expectation value of S²: 6.003
* LUMO (spin up / spin down): -5.2 / -6.3 eV
* highest occupied orbital energy (spin up / spin down): -12.23 / -13.49 eV
* multiplicity: 5